1.
Entry from the Open Molecules 2025 dataset: C18H24IrN3P2S2 as an isolated structure (ωB97M-V/def2-TZVPD).

Each line ends with the Löwdin charge.
Cartesian coordinates (Å):
1 S 3.148 3.220 -0.233  1.0302
2 H 4.064 1.507 -1.678  0.0134
3 H 0.035 -0.904 4.921  0.0669
4 H 0.115 -2.954 -1.860  0.0614
5 C 4.107 2.591 -1.626  -0.3246
6 P 0.773 -0.195 2.742  0.8000
7 H -1.557 -3.071 1.843  0.0354
8 C 2.564 -3.646 1.538  -0.0615
9 C 3.747 -2.893 3.493  -0.0324
10 C -0.471 -0.633 3.993  -0.2132
11 P 0.327 -2.355 0.449  0.6981
12 C 1.695 -2.563 1.632  -0.3832
13 C -1.611 2.492 0.591  0.0126
14 H -1.061 -1.484 3.653  0.0384
15 S 1.872 0.483 -0.558  0.6187
16 H 0.955 -4.215 -0.949  0.0605
17 H -1.134 0.213 4.175  0.0590
18 C 2.901 -1.796 3.583  -0.0615
19 H 2.674 1.269 3.004  0.0595
20 H 5.134 2.915 -1.477  0.0577
21 C 1.785 2.219 -0.180  -1.0158
22 H -2.820 -1.758 0.454  0.0897
23 H 4.534 -3.026 4.222  0.1242
24 H 1.799 1.046 4.540  0.0634
25 H -5.950 1.098 1.087  0.1323
26 H -0.476 -4.406 1.404  0.0681
27 N 0.658 2.802 0.242  -0.0303
28 N -2.216 0.204 0.568  -0.0939
29 H -4.240 2.904 0.985  0.1354
30 C 0.865 -3.138 -1.092  -0.2331
31 H 1.140 2.110 3.288  0.0517
32 C -2.603 1.537 0.702  -0.2630
33 H 4.264 -4.646 2.371  0.1245
34 C 3.586 -3.808 2.463  -0.0314
35 Ir -0.131 -0.053 0.411  0.8577
36 H 1.818 -2.729 -1.423  0.0569
37 C -3.964 1.862 0.894  0.0292
38 C 1.690 1.186 3.465  -0.2228
39 C -4.500 -0.465 0.793  -0.0041
40 H -1.613 -3.764 0.207  0.0601
41 C -0.959 -3.499 1.040  -0.2259
42 H 3.051 -1.071 4.373  0.1132
43 C -3.156 -0.742 0.598  -0.1002
44 H -5.215 -1.275 0.807  0.1261
45 C -4.904 0.861 0.945  -0.0078
46 H 3.704 3.038 -2.532  0.0648
47 H 2.462 -4.368 0.738  0.1100
48 C 1.876 -1.626 2.657  -0.3891
49 N -0.303 1.977 0.461  -0.2664
50 H -1.787 3.555 0.514  0.1413

Summary:
net charge	+2
orbital gap (alpha / beta)	7.03 / 5.88	eV
DFT total energy	-2447.4246	Ha
ΔE to the lowest compared entry with this formula, charge and spin	7.1	kcal/mol
2S+1	5

=====

2.
Entry from the Open Molecules 2025 dataset: C18H24N2O in the gas phase (ωB97M-V/def2-TZVPD).

Each line ends with the natural charge from an NBO analysis.
Cartesian coordinates (Å):
1 C -0.992 -0.520 1.483  -0.4944
2 C 2.528 0.883 0.774  -0.0869
3 H -6.127 2.355 -0.537  0.2086
4 H -5.305 -1.119 0.660  0.2040
5 H -3.914 1.608 -1.672  0.2046
6 O -1.961 -2.384 0.372  -0.6421
7 H 6.227 0.837 -1.677  0.2095
8 H -7.118 0.136 -0.528  0.2077
9 H -5.580 1.454 0.874  0.1946
10 C -6.074 0.239 -0.833  -0.3912
11 C -5.312 -1.017 -0.427  -0.4111
12 H -3.811 -0.589 -1.932  0.1839
13 H 2.957 -2.023 0.782  0.2119
14 H -5.833 -1.885 -0.836  0.2133
15 C 3.494 -0.013 0.218  -0.1164
16 C -4.058 1.795 -0.607  -0.4114
17 H 2.441 3.080 0.618  0.2060
18 H -6.057 0.330 -1.922  0.1919
19 C 3.659 -1.398 0.250  -0.1855
20 H 6.483 -1.622 -1.605  0.2111
21 C -5.509 1.514 -0.215  -0.3984
22 H 4.529 2.876 -0.745  0.4099
23 C 5.517 0.219 -1.146  -0.2593
24 H 1.610 -0.233 2.331  0.2100
25 C 4.434 0.781 -0.483  0.1970
26 H 0.928 1.380 2.078  0.2053
27 C 5.652 -1.152 -1.100  -0.2131
28 C 0.242 -0.109 0.674  -0.3735
29 H -0.032 0.618 -0.096  0.1957
30 C 1.326 0.498 1.571  -0.4126
31 N -2.928 -0.392 -0.043  -0.4484
32 H -3.525 -2.073 -1.009  0.2592
33 C -3.023 1.035 0.219  -0.2038
34 C 4.734 -1.949 -0.409  -0.2391
35 C -2.009 -1.182 0.569  0.6940
36 C -3.869 -1.039 -0.937  -0.2343
37 H -1.403 0.336 2.017  0.2059
38 H 4.878 -3.019 -0.398  0.2112
39 N 4.049 2.084 -0.356  -0.5424
40 H 0.640 -0.989 0.166  0.2177
41 H -3.266 1.194 1.279  0.1856
42 C 2.905 2.137 0.396  -0.0228
43 H -0.693 -1.274 2.214  0.2326
44 H -2.046 1.491 0.027  0.1974
45 H -3.857 2.856 -0.437  0.2178

Summary:
orbital gap	8.53	eV
DFT total energy	-885.0800	Ha
ΔE to the lowest compared entry with this formula, charge and spin	4.7	kcal/mol
SMILES	O=C(CCCc1c[nH]c2ccccc12)N1CCCCCC1

=====

3.
Entry from the Open Molecules 2025 dataset: C18H24N2O3 in the gas phase (ωB97M-V/def2-TZVPD).

Each line ends with the natural charge from an NBO analysis.
Cartesian coordinates (Å):
1 C -0.702 -3.115 -1.533  -0.2177
2 H -1.539 -0.059 -1.889  0.2308
3 N 0.699 0.900 1.801  -0.6511
4 C 1.277 1.469 -1.928  -0.2136
5 H -2.475 0.833 0.418  0.1598
6 C 1.438 -2.076 -0.423  -0.2248
7 H -0.402 -2.765 -2.522  0.2213
8 N 0.949 -0.776 -1.057  -0.4815
9 H -2.430 -4.026 -2.363  0.2147
10 H 3.394 2.347 4.032  0.2029
11 C -0.128 0.046 -0.342  -0.0323
12 H 1.982 3.348 4.704  0.2030
13 C -1.087 0.673 -1.344  -0.2939
14 C -0.223 1.388 -2.359  -0.4034
15 H -0.700 -0.553 0.301  0.2194
16 H 2.244 -2.541 -0.991  0.2180
17 H 1.833 -1.917 0.627  0.1846
18 O -0.938 1.941 0.534  -0.5635
19 H -0.601 2.401 -2.718  0.2169
20 C 1.391 1.827 2.605  0.8927
21 C 0.080 -2.857 -0.368  0.0095
22 C -1.886 -3.870 -1.432  -0.2128
23 H -3.519 1.936 -1.641  0.2122
24 C 2.388 2.292 4.513  -0.2779
25 H 0.935 3.114 -0.563  0.2442
26 C -2.931 2.497 -0.958  -0.6378
27 H -3.626 2.599 -0.103  0.2236
28 H 1.872 2.100 -2.647  0.2287
29 H -1.793 -4.452 1.890  0.1966
30 H -2.504 3.387 -1.515  0.2209
31 C 1.202 2.061 -0.485  -0.4275
32 H 2.701 1.910 5.512  0.1945
33 H 0.164 -3.096 1.776  0.2039
34 H -3.209 -5.029 -0.024  0.2165
35 H 0.065 0.327 2.353  0.4056
36 H 1.911 -0.413 -2.876  0.1844
37 H 2.218 1.896 -0.038  0.2259
38 O 1.836 2.897 2.219  -0.6511
39 O 1.443 1.500 3.826  -0.4915
40 H 2.785 0.186 -1.558  0.1701
41 C -1.517 -4.092 1.021  -0.2002
42 C -2.252 -4.478 -0.180  -0.2161
43 C 0.313 1.271 0.443  0.3953
44 C -0.397 -3.334 0.932  -0.2255
45 C -1.891 1.492 -0.346  0.1330
46 C 1.807 0.040 -1.929  -0.2099
47 H -0.179 0.769 -3.375  0.2031

Summary:
orbital gap	8.54	eV
DFT total energy	-1035.4237	Ha
ΔE to the lowest compared entry with this formula, charge and spin	112.0	kcal/mol
SMILES	COC(=O)N[C@]12C[C@@H]3C[C@H]([C@H](C)O1)[C@H]2N(Cc1ccccc1)C3

=====

What is the DFT total energy in the first record?
-2447.4246 Ha